# 1
56
Properties=species:S:1:pos:R:3 method="wB97M-V/def2-TZVPD" spin_multiplicity=3 orbital_gap_ev="7.593 / 5.498" relative_energy_kcal_mol=0.0 total_charge=+2
W 0.7120 0.6080 -0.0387
F -0.1975 1.0700 5.3294
C -0.0796 0.2393 4.2980
C 0.2132 0.7734 3.0510
C 0.3222 -0.0674 1.9578
C 0.1757 -1.4557 2.1303
C -0.0994 -1.9338 3.4076
F -0.2329 -3.2480 3.6139
C -0.2403 -1.1116 4.5074
C 0.3293 -2.2913 0.9365
C 0.2625 -3.6746 0.8688
C 0.4151 -4.3053 -0.3554
C 0.6252 -3.5493 -1.4966
C 0.6809 -2.1805 -1.3699
N 0.5501 -1.5662 -0.1823
H 0.3601 1.8369 2.9837
H -0.4570 -1.5201 5.4850
H 0.0915 -4.2524 1.7606
H 0.3588 -5.3845 -0.4143
H 0.7299 -4.0011 -2.4723
H 0.8138 -1.5441 -2.2303
Br -1.3134 3.6382 2.0173
C -2.2923 2.2224 1.2515
C -3.6606 2.1798 1.4972
C -4.4252 1.2383 0.8362
C -3.8167 0.4055 -0.0947
C -2.4599 0.5328 -0.2666
N -1.6853 1.3852 0.4231
C -1.7205 -0.2226 -1.3145
O -2.1030 -1.1851 -1.8925
O -0.5051 0.3735 -1.5155
H -4.1044 2.8902 2.1795
H -5.4905 1.1798 1.0167
H -4.3677 -0.3142 -0.6843
Se 2.3914 2.3864 0.9899
Se 2.7528 0.6536 -1.6406
C 3.5283 -0.4327 -0.3275
C 4.7422 -1.0834 -0.3782
C 5.1453 -1.7584 0.7678
C 4.3361 -1.7372 1.8951
C 3.1253 -1.0677 1.8469
N 2.7256 -0.4377 0.7376
C 1.3932 3.4810 -0.1699
C 1.5033 4.8338 -0.3980
C 0.6784 5.3813 -1.3759
C -0.1912 4.5593 -2.0776
C -0.2411 3.2080 -1.7750
N 0.5348 2.6938 -0.8206
H 5.3502 -1.0571 -1.2715
H 6.0918 -2.2828 0.7833
H 4.6373 -2.2260 2.8108
H 2.4635 -1.0236 2.7003
H 2.2076 5.4322 0.1631
H 0.7262 6.4403 -1.5953
H -0.8254 4.9519 -2.8597
H -0.9004 2.5242 -2.2881

=====

# 2
34
Properties=species:S:1:pos:R:3 method="wB97M-V/def2-TZVPD" orbital_gap_ev=4.408 relative_energy_kcal_mol=68.1 total_charge=-1
N -0.5505 -0.3170 -0.0631
H 0.0468 0.3274 0.2273
H -0.3355 -1.0629 -0.6793
H -1.4692 0.1579 -0.3822
H -0.6996 -0.6627 0.7315
S 3.5738 0.2893 -0.2722
O 3.0714 1.0998 0.7938
O 4.2349 -0.8390 0.3735
O 2.5192 -0.0353 -1.1398
O 4.5790 1.0375 -0.9976
O 0.8694 1.1794 -2.5823
H 1.3633 2.0695 -2.7809
H 1.5748 0.6968 -2.0496
O -1.9494 -0.3274 2.7534
H -1.2143 -0.3193 3.3739
H -2.3479 -1.1946 2.7843
O 2.4034 0.5283 2.8754
H 2.2669 -0.3968 2.8901
H 2.3364 0.6097 1.9880
O -1.6999 2.1978 -1.5825
H -2.2713 2.5658 -2.1441
H -0.7443 1.9472 -1.9366
O -0.9239 -3.3608 0.5209
H -0.6447 -4.0425 1.0604
H -1.9414 -3.4057 0.4452
O -3.7153 -0.2318 0.3566
H -4.0031 0.0407 1.1777
H -4.2292 -1.1076 0.2157
O 1.0720 2.5919 1.4378
H 1.8335 2.0590 1.1553
H 0.8624 2.0422 2.0735
O -1.5850 -1.2094 -3.3054
H -1.0180 -0.8808 -3.9549
H -1.2648 -2.0465 -3.3636

=====

# 3
100
Properties=species:S:1:pos:R:3 method="wB97M-V/def2-TZVPD" orbital_gap_ev=8.586 relative_energy_kcal_mol=61.3
N 0.6377 1.0131 -1.0802
H 0.1395 0.1589 -1.2859
H -0.0589 1.7031 -0.8381
H 1.1423 1.2751 -1.9150
H 1.2405 0.8618 -0.2840
Cl 3.7146 2.2247 -3.5117
O 4.1118 2.0644 -4.9279
O 3.1458 3.5200 -3.4051
O 2.5618 1.3714 -3.2536
O 4.7691 2.0587 -2.5164
C -1.7681 -0.4474 -2.8159
C -3.0443 0.3460 -2.6052
C -4.1857 -0.7057 -2.3461
C -5.3802 -0.1262 -1.6463
C -4.9590 0.7636 -0.4472
C -3.9587 1.8391 -0.7030
N -2.7923 1.2184 -1.4248
O -1.8827 2.2371 -1.6541
C -4.6854 3.0020 -1.4021
C -3.5358 2.3031 0.7623
C -3.4395 1.2099 -3.8977
H -1.9981 -1.3218 -3.4247
H -1.4086 -0.7823 -1.8429
H -0.9469 0.1800 -3.1623
H -4.5675 -1.0903 -3.2918
H -3.8407 -1.4194 -1.5979
H -6.0089 -0.9821 -1.4008
H -6.0410 0.5363 -2.2053
H -4.5777 0.0715 0.3036
H -5.8841 1.1615 -0.0303
H -5.5729 3.3533 -0.8757
H -4.1199 3.9293 -1.3110
H -4.9069 2.7821 -2.4464
H -4.3268 2.9179 1.1916
H -3.3927 1.4891 1.4730
H -2.6454 2.9319 0.7668
H -2.9793 2.1964 -3.9548
H -4.5022 1.3475 -4.0976
H -3.1442 0.6563 -4.7890
H -2.3197 2.9957 -2.0481
C 4.9676 1.9183 2.0832
C 3.7553 0.9916 1.8559
C 3.3827 0.1436 3.1442
C 2.7206 0.9293 4.2136
C 1.3985 1.5778 3.6750
C 1.5668 2.4772 2.3730
N 2.4913 1.7243 1.4490
O 2.7152 2.4158 0.3105
C 0.1658 2.6368 1.6764
C 2.1168 3.8880 2.7642
C 4.0470 0.0377 0.7345
H 4.9114 2.6580 2.8817
H 5.1752 2.4529 1.1562
H 5.8670 1.3649 2.3532
H 2.8700 -0.7997 2.9562
H 4.2776 -0.2086 3.6572
H 3.4878 1.6689 4.4428
H 2.5883 0.2765 5.0764
H 1.1048 2.1465 4.5572
H 0.6651 0.7797 3.5596
H -0.5884 3.0992 2.3132
H 0.2951 3.2872 0.8112
H -0.2348 1.6772 1.3497
H 3.1261 3.9898 3.1629
H 2.0683 4.5315 1.8858
H 1.4946 4.3562 3.5269
H 3.2344 -0.5447 0.3004
H 4.9212 -0.5442 1.0264
H 4.4423 0.6233 -0.0955
H 3.2136 3.1861 0.5932
C 2.6393 -3.7031 -0.3391
C 1.2449 -3.2914 -0.8815
C 0.4613 -4.5773 -1.2258
C -0.3093 -5.2952 -0.1841
C -1.3062 -4.3069 0.4299
C -0.6404 -3.0275 0.9931
N 0.3147 -2.5273 -0.0027
O 0.9147 -1.3505 0.5285
C -1.7708 -1.9671 1.3075
C 0.0556 -3.3413 2.3270
C 1.4584 -2.4742 -2.1334
H 3.2652 -4.4699 -0.7956
H 2.4979 -4.1576 0.6414
H 3.2593 -2.8678 -0.0134
H -0.3134 -4.2693 -1.9280
H 1.1620 -5.3042 -1.6365
H 0.4119 -5.6183 0.5666
H -0.7055 -6.2276 -0.5862
H -1.8596 -4.8164 1.2188
H -2.1483 -4.0573 -0.2157
H -2.6936 -2.4627 1.6089
H -1.4675 -1.1645 1.9798
H -1.8886 -1.4232 0.3702
H -0.7060 -3.5666 3.0735
H 0.6242 -4.2712 2.3270
H 0.7368 -2.5957 2.7370
H 2.0416 -3.0222 -2.8734
H 2.1149 -1.6232 -1.9521
H 0.5044 -2.1862 -2.5751
H 1.2657 -1.6185 1.3809

=====

# 4
13
Properties=species:S:1:pos:R:3 method="wB97M-V/def2-TZVPD" orbital_gap_ev=10.003 relative_energy_kcal_mol=64.7
H 0.9141 -2.8700 1.9126
N 1.4818 -2.0591 1.6073
C 0.7868 -1.1978 0.9853
N -0.6171 -1.1946 0.7681
O -0.9393 -0.3596 -0.3314
C -0.2267 0.8385 -0.1060
C -0.3008 1.6697 -1.3617
S 1.4747 0.2887 0.3065
H -0.9442 -2.1080 0.4822
H -0.6638 1.3412 0.7399
H 0.1205 1.1417 -2.2194
H -1.3215 1.9138 -1.5610
H 0.2355 2.5956 -1.2225

=====

Which DFT total energy belongs to each record? In order, -9051.849540, -1367.728303, -2270.780119, -700.786080 Ha.